# 1
ORCA calculation (ωB97M-V with the def2-TZVPD basis set) on 9 unconnected molecules or ions with the total composition C26H70BO16PS9.

Calculated values
- Total energy: -6186.342050 Eh
- Gap between HOMO and LUMO: 8.96 eV
- E_LUMO: 0.3 eV

Element x y z (Å)
S: -4.302 5.771 3.981
S: 0.791 -2.964 -1.929
S: 0.531 2.740 -4.744
S: -5.997 -5.973 2.211
S: -2.239 1.040 2.559
S: 5.362 2.234 0.772
S: 1.130 -7.370 1.173
S: -2.569 -10.162 1.438
S: 5.777 7.423 0.602
P: 2.778 0.065 -5.302
O: 0.394 1.157 -4.539
O: -1.584 -10.296 2.552
O: 4.568 7.097 -0.205
O: 2.307 0.230 -6.675
O: 1.617 2.959 -5.656
O: -0.778 3.204 -5.085
O: -4.674 -6.525 2.605
O: 4.231 1.960 -0.148
O: 4.156 0.771 -4.901
O: 3.197 -1.460 -4.934
O: 1.940 -2.019 -1.843
O: -5.403 4.836 3.629
O: -0.033 -6.994 0.318
O: -1.509 1.073 1.266
O: 1.498 6.451 -1.362
O: 3.480 5.555 -2.288
C: -3.104 -11.828 1.030
C: 0.679 3.264 -0.602
C: 1.055 3.396 -3.126
C: -4.110 -9.618 2.167
C: 2.099 1.140 -2.730
C: 0.855 -4.028 -0.494
C: -3.579 1.697 -1.973
C: 6.237 3.655 0.108
C: 6.634 1.025 0.385
C: 2.371 2.630 -2.863
C: 0.482 -7.783 2.790
C: -6.004 -4.250 2.716
C: 1.581 -9.045 0.714
C: -5.067 7.212 4.732
C: -1.074 2.148 -1.983
C: 5.378 8.902 1.532
C: 6.942 8.195 -0.523
C: -3.629 2.161 2.396
C: 1.547 0.478 -3.987
C: 1.254 -4.241 -3.108
C: -3.555 5.141 5.489
C: -7.181 -6.541 3.437
C: 1.305 4.890 -3.436
C: -3.213 -0.472 2.559
C: -2.418 2.440 -2.674
C: -0.013 3.280 -1.978
B: 2.121 5.655 -2.304
H: 0.103 -6.863 3.233
H: 2.224 -4.652 -2.832
H: 4.995 9.663 0.853
H: 1.975 -9.015 -0.300
H: -4.214 1.189 -2.703
H: 3.032 2.838 -3.707
H: -4.889 -9.628 1.404
H: 7.539 1.255 0.948
H: -6.808 -6.309 4.434
H: 4.789 0.138 -4.543
H: 6.466 3.480 -0.943
H: -5.738 6.890 5.527
H: 1.628 3.796 -0.579
H: -2.254 -12.352 0.599
H: 1.842 5.004 -4.380
H: 6.274 9.251 2.046
H: 0.631 -3.417 0.379
H: 7.149 3.817 0.684
H: -3.065 4.201 5.243
H: 1.290 -8.179 3.406
H: 0.490 -5.018 -3.112
H: -3.433 -12.334 1.937
H: -3.234 3.172 2.321
H: 6.829 1.041 -0.687
H: 1.401 0.971 -1.910
H: -0.318 -8.517 2.687
H: -4.372 -10.280 2.994
H: 1.312 -3.786 -4.095
H: 7.796 8.569 0.041
H: -4.269 2.089 3.275
H: -8.144 -6.061 3.260
H: -1.325 1.976 -0.933
H: -4.292 7.874 5.119
H: 0.546 6.455 -1.490
H: 1.168 -0.489 -3.647
H: -7.282 -7.618 3.319
H: 0.331 5.374 -3.569
H: 3.908 5.943 -1.506
H: 3.003 0.604 -2.436
H: 0.020 3.728 0.135
H: -4.333 4.972 6.233
H: 1.856 -4.451 -0.403
H: 0.117 -4.824 -0.585
H: -3.912 -11.775 0.300
H: 6.443 9.003 -1.057
H: 2.439 -2.037 -5.084
H: -2.519 -1.308 2.605
H: -0.595 4.208 -2.007
H: 0.693 -9.675 0.760
H: -3.203 0.931 -1.290
H: 2.347 -9.412 1.398
H: -3.978 -8.600 2.529
H: 7.270 7.433 -1.227
H: -4.189 1.921 1.492
H: 5.581 4.519 0.201
H: 2.871 3.002 -1.974
H: -6.998 -3.831 2.558
H: -5.281 -3.727 2.093
H: -5.630 7.723 3.954
H: 4.615 8.635 2.259
H: -3.866 -0.483 3.432
H: -0.673 1.202 -2.344
H: 0.871 2.247 -0.259
H: -2.397 2.118 -3.709
H: -2.613 3.513 -2.634
H: -4.219 2.386 -1.419
H: -3.795 -0.520 1.638
H: -2.816 5.854 5.854
H: 6.255 0.049 0.679
H: -5.714 -4.182 3.764

Results of the Mulliken charge analysis, in e, for atoms 1 through 99: S 0.5516; S 0.5514; S 1.5618; S 0.4931; S 0.3209; S 0.3377; S 0.5587; S 0.6209; S 0.4926; P 0.8595; O -0.5171; O -0.6824; O -0.6963; O -0.7185; O -0.7042; O -0.7679; O -0.5900; O -0.4471; O -0.5148; O -0.5350; O -0.5864; O -0.6058; O -0.5925; O -0.4710; O -0.6465; O -0.4442; C -1.0331; C -1.9360; C 1.8560; C -0.8552; C -1.0684; C -1.0965; C -1.1116; C -0.7453; C -1.0131; C -1.9270; C -0.6550; C -0.9596; C -0.8270; C -0.9792; C -0.7910; C -1.0213; C -1.0108; C -0.8664; C 0.6406; C -1.0512; C -0.8691; C -0.9459; C -2.2651; C -1.0870; C -0.6293; C 0.8558; B 0.7046; H 0.3101; H 0.2825; H 0.3035; H 0.3354; H 0.3599; H 0.8084; H 0.3722; H 0.3971; H 0.2977; H 0.3266; H 0.3494; H 0.3021; H 0.1605; H 0.3281; H 0.4348; H 0.3912; H 0.4153; H 0.4583; H 0.2492; H 0.3725; H 0.4546; H 0.2986; H 0.1557; H 0.2823; H 0.2295; H 0.0409; H 0.3757; H 0.2759; H 0.4208; H 0.4385; H 0.3703; H 0.4065; H 0.3650; H 0.3091; H -0.0590; H 0.3182; H 0.3730; H 0.4095; H 0.8511; H 0.5039; H 0.3037; H 0.2950; H 0.4451; H 0.3641; H 0.3199; H 0.2671

---

# 2
ORCA calculation (ωB97M-V with the def2-TZVPD basis set) on 9 unconnected molecules or ions with the total composition C26H71N2O10S8.

Calculated values
- Total energy: -5080.166375 Eh
- Gap between HOMO and LUMO: 8.09 eV
- Total charge: +1
- E_LUMO: -2.3 eV

Element x y z (Å)
S: 3.654 -2.789 -2.353
S: -4.271 -2.133 -3.266
S: -6.942 5.217 -3.848
S: -2.833 4.389 8.083
S: 1.728 2.460 -1.927
S: 7.525 -2.406 -4.894
S: -5.602 0.919 -1.145
S: 6.698 -3.596 -0.392
O: -5.678 0.167 0.152
O: 3.248 -0.295 2.733
O: 2.746 -2.129 -3.337
O: -6.938 4.454 -2.563
O: 6.685 -3.562 -4.466
O: 2.573 2.433 -0.698
O: -2.915 5.720 8.723
O: 5.760 -3.364 0.746
O: -1.584 0.223 1.215
O: -5.225 -1.558 -4.246
N: 0.978 0.885 3.774
N: -1.860 1.285 3.282
C: 6.886 -5.380 -0.520
C: -3.646 -0.967 1.946
C: -6.608 6.925 -3.415
C: -1.189 1.832 4.525
C: 3.867 -1.564 2.550
C: -2.492 -0.876 0.973
C: -3.822 -3.766 -3.868
C: 1.242 0.175 1.398
C: -5.093 2.588 -0.759
C: 7.982 -2.720 -6.599
C: -1.008 0.304 2.454
C: -8.665 5.446 -4.286
C: 2.613 -3.361 -1.011
C: 2.677 3.304 -3.191
C: -5.246 -2.708 -1.868
C: -3.526 3.206 9.245
C: 2.746 0.346 1.573
C: 2.914 -2.722 2.778
C: -7.281 1.318 -1.604
C: 1.825 0.839 -2.681
C: 4.045 -4.397 -3.027
C: 8.365 -3.299 0.206
C: 6.377 -1.068 -5.221
C: 0.389 0.901 2.439
C: 0.062 1.056 4.891
C: -1.124 3.847 8.255
H: 7.173 -5.772 0.456
H: -3.046 3.339 10.214
H: -7.291 7.231 -2.624
H: 8.447 -2.237 0.430
H: -4.730 -4.322 -4.097
H: 4.680 -1.610 3.276
H: 8.535 -3.886 1.107
H: -1.011 -0.650 2.998
H: -1.908 1.777 5.339
H: 3.452 -3.666 2.676
H: 2.089 -2.730 2.065
H: 4.327 -1.620 1.560
H: -5.756 2.997 0.003
H: -0.228 0.103 5.353
H: -5.579 6.974 -3.063
H: 1.336 0.873 -3.654
H: -2.038 2.046 2.624
H: -8.732 6.106 -5.150
H: 0.990 -0.892 1.377
H: 3.667 2.852 -3.251
H: 6.914 -0.224 -5.653
H: -4.339 -1.732 1.597
H: 1.565 0.068 3.883
H: 0.292 1.953 2.126
H: -1.903 -1.798 0.951
H: -9.066 4.468 -4.540
H: -6.724 7.551 -4.299
H: -6.058 -3.334 -2.236
H: -4.231 -0.044 1.944
H: -9.197 5.861 -3.431
H: 9.072 -3.566 -0.578
H: 1.305 0.125 -2.046
H: 2.153 3.228 -4.144
H: -4.589 3.422 9.326
H: -7.775 0.384 -1.863
H: -0.512 4.509 7.646
H: 8.491 -1.845 -7.004
H: -7.774 1.792 -0.756
H: 2.866 0.537 -2.784
H: 3.225 -3.924 -0.306
H: 8.658 -3.572 -6.601
H: 2.498 -2.680 3.789
H: -7.259 1.996 -2.456
H: 0.961 0.594 0.432
H: 2.216 -2.476 -0.518
H: 2.759 4.347 -2.895
H: -3.233 -3.625 -4.771
H: 2.982 1.408 1.638
H: -5.162 3.194 -1.663
H: -2.771 0.874 3.482
H: 3.121 -4.892 -3.326
H: -0.827 3.929 9.300
H: 4.700 -4.223 -3.875
H: 4.573 -4.983 -2.277
H: -1.026 2.816 7.909
H: -5.642 -1.834 -1.355
H: -3.346 -1.249 2.961
H: 7.084 -2.952 -7.170
H: -3.225 -4.279 -3.114
H: 3.256 -0.039 0.684
H: 5.939 -0.783 -4.266
H: 1.802 -3.965 -1.419
H: -4.604 -3.268 -1.187
H: 5.597 -1.427 -5.891
H: 0.547 1.644 5.677
H: -4.065 2.546 -0.402
H: -3.381 2.192 8.872
H: -0.977 2.882 4.332
H: 5.930 -5.803 -0.817
H: -2.870 -0.689 -0.030
H: 7.637 -5.609 -1.275

Results of the Mulliken charge analysis, in e, for atoms 1 through 99: S 0.6035; S 0.5860; S 0.4998; S 0.5094; S 0.5057; S 0.4691; S 0.6571; S 0.7753; O -0.6358; O -0.4567; O -0.6673; O -0.5374; O -0.5832; O -0.5759; O -0.6120; O -0.6897; O -0.3772; O -0.6404; N -0.1683; N 0.1098; C -1.1396; C -1.4933; C -0.9648; C -0.6458; C -0.0887; C 0.0692; C -0.9640; C 0.0595; C -0.9410; C -1.0045; C -0.9265; C -0.9744; C -0.4484; C -1.0597; C -0.8263; C -0.8940; C -0.8863; C -1.1159; C -1.0246; C -0.7087; C -0.6813; C -1.1271; C -0.8640; C 0.5281; C -0.7859; C -0.9123; H 0.4229; H 0.3012; H 0.3097; H 0.3413; H 0.3026; H 0.2848; H 0.3464; H 0.4901; H 0.4407; H 0.4061; H 0.1658; H 0.2608; H 0.3323; H 0.3476; H 0.3082; H 0.5436; H 0.4107; H 0.3828; H -0.0254; H 0.3004; H 0.4321; H 0.4524; H 0.0597; H 0.2673; H 0.2637; H 0.3175; H 0.3825; H 0.4458; H 0.3238; H 0.3103; H 0.3807; H 0.1699; H 0.3994; H 0.3244; H 0.3093; H 0.3070; H 0.3900; H 0.3547; H 0.1112; H 0.3073; H 0.3301; H 0.3192; H 0.3204; H -0.0719; H -0.3016; H 0.3570; H 0.3451; H 0.4067; H 0.3263; H 0.4721; H 0.4060; H 0.4104; H 0.2330